12 unconnected molecules or ions with the total composition C48H128N8O14 at a distorted geometry, computed with ωB97M-V/def2-TZVPD.

The geometry in XYZ format:
```
198
C48H128N8O14, DFT ωB97M-V/def2-TZVPD
C 0.94 5.51 -1.19
C 0.55 6.95 -1.54
C -0.48 7.11 -2.62
O 0.04 7.60 -0.35
H 0.11 4.85 -0.93
H 1.65 5.50 -0.36
H 1.51 5.09 -2.03
H 1.50 7.46 -1.75
H -0.88 8.13 -2.56
H -1.30 6.41 -2.62
H 0.07 7.11 -3.57
H 0.68 7.57 0.36
C -0.98 2.95 0.98
C -0.93 3.54 2.37
C -0.40 4.97 2.40
O -2.18 3.45 3.02
H -1.28 1.90 1.02
H 0.03 2.92 0.55
H -1.63 3.44 0.23
H -0.19 2.98 2.94
H 0.41 5.17 1.70
H -0.12 5.25 3.41
H -1.23 5.64 2.12
H -2.82 3.91 2.46
C 1.51 -0.95 -6.50
C 0.97 0.50 -6.46
C 2.09 1.51 -6.60
O 0.02 0.64 -7.53
H 2.26 -1.01 -7.29
H 0.70 -1.61 -6.80
H 1.82 -1.30 -5.52
H 0.42 0.65 -5.54
H 1.71 2.53 -6.47
H 2.52 1.52 -7.60
H 2.85 1.40 -5.82
H 0.42 0.35 -8.35
C 0.92 -4.52 -4.15
C -0.04 -5.67 -4.02
C -1.08 -5.48 -2.93
O -0.67 -5.87 -5.31
H 1.71 -4.53 -3.42
H 0.32 -3.60 -4.08
H 1.31 -4.46 -5.17
H 0.50 -6.61 -3.83
H -1.83 -6.27 -2.96
H -1.59 -4.52 -3.03
H -0.61 -5.54 -1.94
H -1.38 -6.51 -5.18
C 1.28 1.72 -2.82
O 0.56 0.82 -2.03
C 0.31 -0.35 -2.78
C -0.69 -1.25 -2.07
N -0.30 -1.79 -0.78
C -0.28 -0.78 0.28
C -0.61 -1.36 1.64
O -0.34 -0.33 2.57
C -0.89 -0.59 3.83
H 2.31 1.40 -3.03
H 1.30 2.72 -2.36
H 0.76 1.91 -3.77
H 1.28 -0.84 -2.98
H -0.11 -0.13 -3.77
H -0.90 -2.08 -2.76
H -1.63 -0.70 -1.99
H 0.62 -2.21 -0.84
H -1.01 -0.01 0.02
H 0.66 -0.21 0.31
H -0.05 -2.29 1.82
H -1.68 -1.60 1.63
H -0.61 0.25 4.48
H -0.48 -1.47 4.34
H -1.98 -0.66 3.83
C -2.91 -1.48 4.99
O -3.32 -0.46 4.13
C -3.71 -0.95 2.84
C -3.64 0.20 1.86
N -4.48 -0.11 0.69
C -4.17 0.76 -0.40
C -4.73 0.22 -1.70
O -4.22 -1.08 -1.89
C -4.67 -1.68 -3.07
H -2.74 -1.04 5.98
H -1.96 -1.94 4.67
H -3.66 -2.27 5.15
H -4.75 -1.29 2.93
H -3.06 -1.77 2.53
H -2.59 0.24 1.51
H -3.91 1.14 2.34
H -4.17 -1.04 0.41
H -3.07 0.79 -0.54
H -4.51 1.79 -0.28
H -4.44 0.90 -2.51
H -5.83 0.19 -1.68
H -5.77 -1.73 -3.08
H -4.27 -2.69 -3.13
H -4.35 -1.09 -3.95
C 7.74 2.67 0.17
C 6.58 1.71 -0.06
C 5.83 2.16 -1.29
O 4.53 1.66 -1.40
C 3.64 2.34 -0.53
N 7.02 0.30 -0.16
H 8.37 2.82 -0.71
H 8.41 2.33 0.96
H 7.40 3.65 0.51
H 5.93 1.77 0.82
H 6.36 1.75 -2.16
H 5.85 3.25 -1.41
H 3.99 2.25 0.50
H 2.69 1.81 -0.57
H 3.47 3.39 -0.82
H 7.59 0.17 -0.98
H 7.63 0.12 0.63
C -2.50 1.29 6.49
C -2.45 0.67 7.90
C -2.09 -0.78 7.85
O -0.78 -0.93 7.35
C -0.51 -2.25 6.99
N -1.48 1.38 8.73
H -1.49 1.25 6.08
H -2.74 2.36 6.51
H -3.17 0.75 5.82
H -3.44 0.82 8.36
H -2.80 -1.30 7.18
H -2.16 -1.22 8.85
H 0.51 -2.37 6.62
H -1.19 -2.65 6.23
H -0.56 -2.88 7.89
H -0.57 0.95 8.72
H -1.38 2.37 8.54
C 2.64 -4.79 1.63
C 2.52 -4.79 0.12
C 3.25 -3.64 -0.54
O 2.74 -2.40 -0.09
C 3.53 -1.30 -0.50
N 3.08 -6.06 -0.42
H 2.12 -5.68 2.01
H 2.17 -3.93 2.09
H 3.70 -4.88 1.87
H 1.46 -4.79 -0.16
H 3.15 -3.74 -1.63
H 4.31 -3.74 -0.25
H 4.56 -1.28 -0.13
H 3.01 -0.39 -0.22
H 3.57 -1.28 -1.60
H 2.31 -6.68 -0.65
H 3.51 -5.87 -1.33
C -2.18 3.04 -2.95
C -2.48 4.11 -4.00
C -1.35 4.28 -4.98
O -1.66 5.39 -5.79
C -0.57 5.95 -6.48
N -3.77 3.75 -4.62
H -2.92 2.97 -2.17
H -1.21 3.22 -2.46
H -2.05 2.09 -3.48
H -2.61 5.04 -3.46
H -1.15 3.39 -5.60
H -0.42 4.46 -4.40
H -0.74 7.03 -6.53
H -0.43 5.58 -7.50
H 0.38 5.76 -5.96
H -4.03 4.51 -5.25
H -3.68 2.95 -5.25
C -2.12 -4.87 1.09
C -3.15 -4.37 0.09
C -4.59 -4.70 0.42
O -4.86 -6.08 0.49
C -4.85 -6.72 -0.76
N -3.00 -2.91 -0.07
H -1.12 -4.71 0.69
H -2.26 -5.94 1.29
H -2.25 -4.34 2.04
H -2.86 -4.78 -0.90
H -5.24 -4.15 -0.29
H -4.79 -4.30 1.42
H -5.31 -7.69 -0.65
H -3.82 -6.85 -1.11
H -5.41 -6.15 -1.51
H -2.05 -2.60 -0.23
H -3.61 -2.61 -0.83
C 2.69 0.90 3.03
C 3.28 -0.38 3.61
C 2.98 -0.53 5.08
O 3.16 0.65 5.86
C 4.50 1.04 5.94
N 2.62 -1.54 2.96
H 2.64 0.80 1.95
H 3.25 1.82 3.27
H 1.69 1.12 3.41
H 4.34 -0.39 3.37
H 3.58 -1.36 5.46
H 1.91 -0.72 5.20
H 4.89 1.30 4.94
H 5.15 0.26 6.37
H 4.55 1.94 6.55
H 1.66 -1.24 2.79
H 2.91 -1.62 1.98
```

The value obtained for the orbital gap is 0.32318 hartree. Its energy above the lowest of the compared OMol25 structures with the same formula, charge and spin is 252.4 kJ/mol. The value obtained for the energy is -92428.910 eV. The total charge is 0. As for the SMILES: COC[C@H](C)N.COC[C@H](C)N.COC[C@H](C)N.COC[C@H](C)N.COC[C@H](C)N.COC[C@H](C)N.COCCNCCOC.COCCNCCOC.CC(C)O.CC(C)O.CC(C)O.CC(C)O.